{
  "formula": "C4H6HgO3",
  "method": "ωB97M-V/def2-TZVPD",
  "lumo_energy_ha": [0.0091, -0.1048],
  "spin_multiplicity": 3,
  "fmax_ev_per_a": 2.623,
  "orbital_gap_ev": [8.17, 6.56],
  "species": ["C", "O", "C", "C", "O", "C", "O", "Hg", "H", "H", "H", "H", "H", "H"],
  "coordinates": [[1.820754, 0.054846, 0.248607], [1.454191, -1.042094, 0.771708], [-0.722479, 0.017952, -0.472805], [-0.164842, 1.332283, -0.045495], [1.153480, 1.194220, 0.499155], [-1.814833, -0.641365, 0.293191], [2.661618, 0.092027, -0.688010], [3.357981, -2.131999, -0.385087], [-0.547928, -0.274666, -1.512414], [-0.035317, 2.018809, -0.898391], [-0.818254, 1.822129, 0.690766], [-1.852239, -1.719926, 0.088345], [-2.809733, -0.230567, 0.033848], [-1.682398, -0.491646, 1.376583]],
  "forces_ev_per_a": [[-1.7, -1.7, -1.0], [0.7, 0.9, 0.4], [-0.8, 0.5, -0.6], [-0.5, -0.3, -0.7], [0.9, 0.5, 1.2], [0.1, -0.1, 0.2], [1.2, 0.2, 0.1], [-0.4, 0.5, 0.1], [0.0, -0.1, 0.4], [-0.2, -0.2, 0.2], [0.4, -0.2, 0.0], [0.0, 0.3, 0.1], [0.3, -0.1, 0.0], [0.0, -0.1, -0.3]],
  "lowdin_spin": [0.0450, 0.1362, 0.6357, 0.0845, 0.0588, 0.0942, 0.1807, 0.6690, 0.0294, 0.0115, 0.0050, 0.0073, 0.0357, 0.0069]
}

{
  "formula": "C34H45IMnN6O",
  "method": "ωB97M-V/def2-TZVPD",
  "lumo_energy_ha": [0.0172, 0.0170],
  "spin_multiplicity": 6,
  "fmax_ev_per_a": 0.740,
  "orbital_gap_ev": [7.16, 7.64],
  "species": ["Mn", "I", "C", "C", "C", "C", "C", "C", "C", "C", "C", "C", "H", "H", "H", "H", "H", "H", "C", "N", "C", "C", "N", "C", "C", "C", "C", "C", "C", "C", "C", "C", "N", "C", "N", "C", "C", "N", "C", "C", "C", "N", "C", "C", "H", "H", "H", "H", "H", "H", "H", "H", "H", "H", "H", "H", "H", "H", "H", "H", "H", "H", "H", "H", "H", "H", "H", "H", "H", "H", "H", "H", "H", "H", "C", "C", "C", "C", "O", "H", "H", "H", "H", "H", "H", "H", "H", "H"],
  "coordinates": [[0.004917, 0.118032, 0.210900], [2.934153, 0.282990, 0.151687], [2.665389, 2.323734, 0.580406], [3.669795, 2.997307, 1.206094], [3.535088, 4.393181, 1.389586], [2.454833, 5.045908, 0.869309], [1.437030, 4.343885, 0.171926], [0.406552, 5.034468, -0.516823], [-0.482024, 4.326656, -1.270120], [-0.472394, 2.907628, -1.254462], [0.433597, 2.156861, -0.542092], [1.477713, 2.919919, 0.078936], [4.561176, 2.480755, 1.540608], [4.318180, 4.941399, 1.904443], [2.368597, 6.124076, 0.960197], [0.371268, 6.119390, -0.472543], [-1.228748, 4.857707, -1.855903], [-1.239455, 2.390262, -1.822523], [-3.463057, -1.156843, 2.267703], [-3.604650, 0.223484, 1.860048], [-4.748408, 0.927845, 2.407051], [-2.890678, 0.711384, 0.831449], [-2.267678, -0.053140, -0.049700], [-3.010479, -1.144640, -0.567425], [-4.351543, -0.899399, -0.838661], [-5.221835, -1.849694, -1.387500], [-4.742160, -3.077890, -1.712184], [-3.379053, -3.389484, -1.497005], [-2.960436, -4.685561, -1.884594], [-1.663040, -5.055085, -1.741531], [-0.750302, -4.142460, -1.195774], [-1.095196, -2.874747, -0.741810], [-0.023328, -2.096762, -0.219176], [0.875479, -2.811869, 0.444923], [0.556054, -3.643197, 1.455427], [1.107028, -4.983241, 1.540051], [-0.645617, -3.392596, 2.224300], [2.186616, -2.715007, 0.130178], [2.568171, -2.625491, -1.279042], [3.250157, -3.060329, 1.070361], [-2.464614, -2.437337, -0.914398], [-2.811101, 2.067586, 0.729416], [-3.318695, 2.673990, -0.489893], [-2.694745, 2.930557, 1.897541], [-4.176007, -1.811290, 1.754768], [-3.622598, -1.228603, 3.343895], [-2.457805, -1.473007, 2.035773], [-5.667265, 0.392245, 2.145774], [-4.812159, 1.936296, 2.007245], [-4.680522, 0.984839, 3.494734], [-4.737962, 0.094305, -0.641185], [-6.259940, -1.587778, -1.569790], [-5.382114, -3.832165, -2.159215], [-3.691891, -5.358519, -2.320390], [-1.322288, -6.033537, -2.063037], [0.296117, -4.428049, -1.165590], [1.879853, -5.131481, 0.789455], [0.309780, -5.708620, 1.349778], [1.531106, -5.179382, 2.527406], [-0.724009, -2.321096, 2.376882], [-0.540330, -3.875153, 3.196582], [-1.546831, -3.778296, 1.732667], [1.784701, -2.123119, -1.843597], [2.736318, -3.621573, -1.700724], [3.491923, -2.055112, -1.375755], [2.861598, -3.055686, 2.085049], [4.036553, -2.310409, 1.000759], [3.693901, -4.038469, 0.858074], [-4.397733, 2.866156, -0.412341], [-3.140029, 2.015614, -1.340086], [-2.815348, 3.621369, -0.670172], [-2.766351, 2.348996, 2.812139], [-3.481878, 3.690949, 1.901888], [-1.725174, 3.432992, 1.886804], [-0.460081, -0.392450, 4.464063], [0.411739, 0.386872, 3.474466], [1.873963, 0.001298, 3.715720], [0.263930, 1.882827, 3.760434], [0.027734, 0.086831, 2.173867], [-0.266840, -0.082410, 5.498967], [-0.257615, -1.468018, 4.379382], [-1.518436, -0.214567, 4.234713], [2.536744, 0.638823, 3.123325], [2.029774, -1.039613, 3.411126], [2.143153, 0.105605, 4.773994], [0.736318, 2.160829, 4.710459], [-0.794888, 2.151673, 3.810832], [0.733133, 2.450654, 2.950980]],
  "forces_ev_per_a": [[-0.4, 0.3, 0.0], [0.5, 0.5, 0.1], [-0.1, -0.4, -0.1], [0.0, 0.2, 0.1], [0.1, 0.0, 0.0], [-0.1, 0.0, 0.0], [0.0, -0.1, -0.1], [0.0, 0.0, 0.0], [0.0, 0.0, -0.1], [0.1, 0.0, -0.1], [0.1, -0.1, 0.0], [0.1, 0.3, 0.0], [-0.1, 0.0, 0.0], [-0.1, -0.1, 0.0], [0.0, 0.0, 0.0], [0.0, -0.1, 0.0], [0.1, 0.0, 0.0], [0.1, 0.1, 0.0], [-0.2, 0.0, 0.1], [-0.2, -0.2, 0.4], [-0.1, -0.1, -0.1], [0.1, 0.0, -0.1], [-0.1, -0.6, -0.3], [-0.1, 0.2, 0.0], [0.1, 0.0, 0.0], [0.0, 0.1, 0.0], [0.0, -0.1, 0.0], [0.1, 0.1, 0.1], [0.0, 0.0, 0.0], [0.1, 0.0, 0.0], [0.1, 0.1, 0.0], [0.1, 0.0, 0.0], [-0.6, 0.1, -0.2], [0.1, 0.1, -0.3], [-0.1, -0.3, 0.4], [0.0, 0.0, 0.0], [-0.1, -0.1, 0.0], [0.4, -0.4, -0.2], [0.0, 0.1, 0.0], [-0.1, 0.1, -0.2], [-0.1, 0.0, 0.0], [0.0, 0.2, 0.1], [0.0, 0.1, 0.0], [0.1, 0.1, -0.2], [0.0, 0.0, 0.0], [0.0, 0.0, 0.0], [0.2, -0.1, 0.0], [0.0, 0.0, 0.0], [-0.1, -0.2, 0.0], [0.0, 0.0, 0.0], [0.0, 0.0, 0.0], [0.1, 0.0, 0.0], [0.1, 0.1, 0.1], [0.0, 0.1, 0.1], [0.0, 0.1, 0.0], [0.0, 0.0, 0.0], [-0.1, 0.0, 0.0], [0.0, 0.0, 0.0], [0.0, 0.0, 0.0], [0.0, 0.1, 0.0], [0.0, 0.0, 0.0], [0.0, 0.0, 0.0], [0.0, 0.0, 0.1], [0.0, 0.0, 0.0], [0.0, 0.0, 0.0], [0.0, 0.0, 0.0], [0.0, 0.0, 0.0], [0.0, 0.0, 0.0], [0.0, 0.0, 0.1], [-0.1, 0.0, 0.2], [-0.1, -0.1, 0.0], [0.1, 0.0, 0.0], [0.0, 0.0, 0.0], [0.0, 0.0, -0.1], [-0.1, -0.1, 0.1], [0.1, 0.0, 0.0], [0.1, 0.0, 0.0], [0.0, 0.1, 0.0], [-0.3, -0.3, 0.1], [0.0, -0.1, -0.1], [-0.1, 0.2, 0.1], [0.1, 0.0, 0.0], [0.0, -0.1, 0.1], [0.0, 0.1, 0.0], [0.0, 0.0, -0.1], [-0.1, 0.0, -0.1], [0.1, 0.0, 0.0], [0.0, 0.0, 0.1]],
  "lowdin_spin": [4.6352, 0.0538, 0.0031, 0.0044, -0.0015, 0.0024, -0.0001, 0.0100, 0.0000, 0.0186, 0.0166, 0.0075, 0.0013, -0.0002, 0.0002, 0.0006, -0.0002, 0.0021, 0.0002, 0.0043, 0.0006, 0.0096, 0.0310, 0.0017, 0.0032, -0.0001, 0.0022, -0.0001, 0.0022, -0.0002, 0.0031, 0.0020, 0.0272, 0.0115, 0.0044, 0.0007, 0.0001, 0.0048, 0.0009, 0.0006, 0.0013, 0.0058, 0.0008, 0.0004, 0.0002, 0.0001, -0.0002, 0.0002, 0.0000, 0.0002, 0.0003, -0.0001, 0.0001, 0.0001, -0.0001, 0.0003, 0.0000, 0.0002, 0.0001, -0.0003, 0.0001, 0.0002, 0.0006, 0.0001, 0.0002, 0.0001, 0.0005, 0.0001, 0.0003, 0.0001, 0.0000, 0.0000, 0.0001, 0.0001, 0.0025, 0.0138, 0.0019, 0.0021, 0.1026, 0.0005, 0.0001, 0.0001, 0.0002, 0.0000, 0.0004, 0.0003, 0.0001, 0.0000]
}

{
  "formula": "C3H7N2",
  "method": "ωB97M-V/def2-TZVPD",
  "lumo_energy_ha": -0.1755,
  "total_charge": 1,
  "fmax_ev_per_a": 5.433,
  "orbital_gap_ev": 9.43,
  "species": ["C", "C", "C", "N", "N", "H", "H", "H", "H", "H", "H", "H"],
  "coordinates": [[-0.079286, 1.041435, -0.406916], [-0.380361, 0.801349, 1.029016], [0.420080, -0.162650, 0.209491], [-0.075337, 1.862693, -1.322887], [-0.192650, -1.434605, -0.187742], [0.015429, 1.426128, 1.756585], [-1.345618, 0.584424, 1.466642], [1.962616, -0.644668, 0.400073], [0.590888, 1.652860, -2.086430], [-0.001102, -2.174424, 0.520915], [0.260758, -1.538823, -1.142723], [-1.175419, -1.413721, -0.236024]],
  "forces_ev_per_a": [[0.1, 0.1, 1.0], [-1.4, -0.4, -0.7], [4.9, -1.8, 1.4], [0.4, 0.9, -1.0], [2.2, -0.5, -0.6], [1.7, 1.2, 0.9], [-0.5, -0.8, -0.6], [-4.3, 1.8, -0.4], [-0.6, -0.1, 0.2], [0.4, 0.3, -1.0], [-1.0, -1.1, 1.3], [-1.9, 0.4, -0.6]],
  "lowdin_charge": [-0.3452, -0.0024, -0.2480, 0.2215, 0.1960, 0.1060, 0.1278, 0.2964, 0.1013, 0.1908, 0.2069, 0.1489]
}